No. 1
{
  "formula": "ClFH2NOP",
  "method": "ωB97M-V/def2-TZVPD",
  "orbital_gap_ev": [8.20, 8.35],
  "relative_energy_kj_mol": 445.8,
  "max_force_ha_per_bohr": 0.088,
  "species": ["N", "O", "F", "P", "Cl", "H", "H"],
  "xyz": [[-1.662, 0.049, 1.346], [0.543, -1.004, -0.526], [0.310, 1.313, -1.196], [0.682, 0.394, 0.144], [2.694, 0.315, 0.037], [-2.295, 0.279, 0.570], [-0.273, -1.347, -0.376]],
  "forces_ev_per_a": [[0.2893, -0.2951, 0.2667], [2.9673, -0.2746, -1.1955], [0.5258, -0.6482, 1.3984], [-0.3243, 2.3497, -0.8632], [0.6916, 0.5741, 0.0960], [-0.1480, 0.2917, -0.3314], [-4.0016, -1.9976, 0.6290]],
  "nbo_charge": [-0.340, -0.977, -0.591, 1.469, -0.295, 0.237, 0.497]
}


No. 2
{
  "formula": "ClFH3N2P",
  "method": "ωB97M-V/def2-TZVPD",
  "smiles": "N=[P@@](N)(F)Cl",
  "orbital_gap_ev": 8.92,
  "relative_energy_kj_mol": 182.3,
  "max_force_ha_per_bohr": 0.128,
  "species": ["N", "P", "N", "F", "Cl", "H", "H", "H"],
  "xyz": [[0.648, -1.453, 0.951], [-0.413, -0.024, 0.155], [0.717, 1.043, -0.386], [-1.177, -0.518, -1.237], [-1.997, 0.969, 0.848], [0.196, -2.249, 1.352], [0.427, 1.737, -1.006], [1.600, 0.494, -0.677]],
  "forces_ev_per_a": [[-1.4871, 5.7131, -2.8903], [2.3913, -5.9879, 0.1102], [1.9334, -2.8409, 1.0793], [0.8975, 0.4782, 1.6684], [0.1345, 0.3397, 0.3400], [-1.5388, -0.2777, 0.1533], [-0.4451, 1.2120, -1.1550], [-1.8856, 1.3634, 0.6941]],
  "nbo_charge": [-1.081, 1.844, -1.182, -0.576, -0.216, 0.349, 0.411, 0.450]
}


No. 3
{
  "formula": "ClFH4Si2",
  "method": "ωB97M-V/def2-TZVPD",
  "orbital_gap_ev": 8.68,
  "relative_energy_kj_mol": 112.4,
  "max_force_ha_per_bohr": 0.058,
  "species": ["F", "Si", "Si", "Cl", "H", "H", "H", "H"],
  "xyz": [[-2.195, 0.131, -0.618], [-1.164, -0.905, 0.095], [1.255, 0.737, -0.364], [2.798, -0.677, -0.147], [-1.303, -2.152, -0.874], [-1.843, -1.194, 1.320], [0.898, 1.380, -1.752], [1.844, 1.871, 0.631]],
  "forces_ev_per_a": [[0.1403, 0.0240, 0.1060], [0.8661, 0.8732, -2.7195], [-0.8638, -0.0761, 1.0539], [-0.3862, 0.4107, -0.5653], [0.6352, 1.0310, 1.0715], [0.1124, -0.2438, 1.0973], [0.6476, -0.7722, 1.1364], [-1.1517, -1.2468, -1.1802]],
  "nbo_charge": [-0.679, 1.098, 0.611, -0.400, -0.183, -0.207, -0.123, -0.118]
}


No. 4
{
  "formula": "ClFHOPS",
  "method": "ωB97M-V/def2-TZVPD",
  "smiles": "O[P@](F)(=S)Cl",
  "orbital_gap_ev": 10.36,
  "relative_energy_kj_mol": 35.8,
  "max_force_ha_per_bohr": 0.060,
  "species": ["O", "P", "F", "S", "Cl", "H"],
  "xyz": [[-1.057, -0.281, 0.482], [0.358, 0.116, 0.021], [-0.128, 0.189, -1.586], [1.779, -1.044, 0.519], [0.378, 2.140, 0.379], [-1.330, -1.120, 0.185]],
  "forces_ev_per_a": [[-1.0836, 1.6049, 2.0476], [-0.0269, 0.8330, -2.9606], [1.7525, -0.0337, 1.8704], [-0.2089, 0.7449, -0.3943], [0.1686, -1.3063, -0.0247], [-0.6017, -1.8428, -0.5385]],
  "nbo_charge": [-0.990, 1.706, -0.573, -0.445, -0.219, 0.522]
}


No. 5
{
  "formula": "ClFHOPS",
  "method": "ωB97M-V/def2-TZVPD",
  "orbital_gap_ev": [5.61, 5.61],
  "relative_energy_kj_mol": 395.3,
  "max_force_ha_per_bohr": 0.075,
  "species": ["O", "F", "P", "S", "Cl", "H"],
  "xyz": [[0.903, -0.857, -0.064], [-0.521, -0.485, 1.757], [-0.423, -0.079, 0.211], [-2.077, -0.683, -0.628], [0.966, 2.985, -0.340], [1.152, -0.882, -0.936]],
  "forces_ev_per_a": [[-0.5885, 0.4581, 3.2079], [0.5086, 1.3923, -1.3172], [-1.6236, -1.2562, 1.2575], [1.3062, 1.2362, 0.1445], [-0.8446, -1.7885, 0.3689], [1.2419, -0.0420, -3.6615]],
  "nbo_charge": [-0.932, -0.534, 1.715, -0.301, -0.470, 0.522]
}


No. 6
{
  "formula": "ClFOS",
  "method": "ωB97M-V/def2-TZVPD",
  "orbital_gap_ev": [8.54, 8.79],
  "relative_energy_kj_mol": 502.4,
  "max_force_ha_per_bohr": 0.085,
  "species": ["O", "F", "S", "Cl"],
  "xyz": [[1.531, -0.661, -0.045], [-1.214, -0.104, 0.932], [-0.166, 0.831, 0.106], [-1.004, 0.717, -1.679]],
  "forces_ev_per_a": [[-3.1179, 2.8326, 0.2148], [0.9706, 0.9933, -0.6806], [1.9727, -3.8779, 0.3276], [0.1746, 0.0521, 0.1382]],
  "nbo_charge": [-0.538, -0.446, 1.048, -0.063]
}